{
  "formula": "C4H6N2",
  "method": "ωB97M-V/def2-TZVPD",
  "smiles": "C1=CCNN=C1",
  "homo_lumo_gap_ev": 8.79,
  "e_lumo_ev": 1.06,
  "elements": ["C", "C", "C", "N", "N", "C", "H", "H", "H", "H", "H", "H"],
  "positions_angstrom": [[-0.0885, -1.2051, -0.6080], [-0.3347, 0.0160, -1.0933], [-0.2149, 1.2220, -0.2283], [0.3388, 0.8168, 1.0819], [0.4179, -0.3952, 1.5267], [0.2672, -1.4083, 0.7933], [-0.2191, -2.1315, -1.2280], [-0.4674, 0.2352, -2.1670], [-1.1935, 1.7022, -0.1984], [0.4867, 1.9764, -0.7559], [0.6043, 1.5958, 1.7065], [0.4031, -2.4244, 1.1705]]
}